Below is a molecular structure, C44H43N5P2SSc, with properties calculated with ωB97M-V/def2-TZVPD.

LUMO energy: -8.351 eV
total charge: +3
maximum force: 0.53 eV Å⁻¹
energy above the lowest of the compared OMol25 structures with the same formula, charge and spin: 0.000 eV
spin multiplicity: 1
highest occupied orbital energy: -15.63 eV

CARTESIAN COORDINATES (ANGSTROEM)
Sc (-0.33643, -0.44659, 0.11718)
S (-2.61615, -1.70937, -3.89533)
P (-0.41940, 1.65803, 1.75592)
P (1.21639, 1.25075, -1.36193)
N (-3.59624, -3.27334, 1.63510)
N (1.31900, -1.44714, 1.08960)
N (-1.96380, -1.55789, 1.00613)
N (-1.20360, -1.14053, -1.80003)
N (-3.39115, -0.24300, -1.81048)
C (-1.69573, 4.00099, 0.80949)
C (0.84700, -2.48761, -2.26680)
C (-3.99052, 3.99806, 0.07693)
C (-1.02371, -2.41244, -3.77553)
C (4.10654, -4.47833, 3.53655)
C (-1.39518, 0.70058, 6.12597)
C (4.52841, -2.00131, 2.30359)
C (-1.34778, 2.26066, 4.29810)
C (-3.77475, -3.67233, 3.04565)
C (-2.79754, 4.67218, 0.29323)
C (-1.62778, 1.97607, 5.62432)
C (2.19715, -1.97443, 1.62807)
C (-1.78671, 2.64649, 1.10932)
C (-0.88581, -0.29323, 5.30238)
C (-1.77177, 3.50114, -2.99986)
C (-0.41769, -2.01149, -2.59062)
C (-2.99676, 1.97261, 0.90379)
C (-0.60719, -0.01314, 3.97241)
C (3.05068, -3.85921, 2.89957)
C (0.32120, 4.51842, -3.61860)
C (2.25366, 0.45164, -2.60922)
C (-1.06969, 4.49776, -3.66013)
C (3.50095, -0.07234, -2.27130)
C (-0.83238, 1.26550, 3.46667)
C (-4.09502, 2.64717, 0.39156)
C (-2.73909, -2.37953, 1.30422)
C (1.48288, -3.34128, -3.15000)
C (3.78404, -0.85148, -4.52772)
C (0.87065, -3.72404, -4.34360)
C (5.35761, -3.86941, 3.55918)
C (2.53928, -0.33602, -4.86574)
C (5.56973, -2.63791, 2.94650)
C (-2.38101, -0.94127, -2.36742)
C (1.77251, 0.31321, -3.91106)
C (-0.39298, -3.26545, -4.67048)
C (3.26947, -2.61839, 2.28470)
C (-4.45450, -3.90672, 0.61419)
C (1.73073, 3.22636, 0.59765)
C (1.00988, 3.54096, -2.92126)
C (4.26474, -0.71894, -3.23259)
C (-1.07944, 2.52659, -2.29413)
C (0.30982, 2.53693, -2.24787)
C (1.07728, 2.70053, 1.87548)
C (2.39037, 2.17067, -0.29025)
H (-4.35185, -4.98704, 0.69231)
H (6.17963, -4.36198, 4.06118)
H (-2.02675, 2.74747, 6.26843)
H (2.50781, 3.92552, 0.91084)
H (2.17270, -0.42555, -5.87959)
H (1.35224, -2.19622, -1.35096)
H (-0.87392, -3.56907, -5.59022)
H (-3.22310, 0.39034, -1.04014)
H (-4.84803, 4.53009, -0.31243)
H (3.89838, 0.03831, -1.26944)
H (4.38683, -1.34414, -5.27877)
H (1.38533, -4.39257, -5.01935)
H (0.86696, 5.29319, -4.13970)
H (-3.12635, -3.07372, 3.67959)
H (-1.63515, 1.75465, -1.77368)
H (2.09377, 3.55359, -2.91894)
H (-0.20241, -0.79457, 3.33563)
H (1.78642, 2.08620, 2.44045)
H (2.95249, 1.45375, 0.31507)
H (-2.72581, 5.72829, 0.07121)
H (-0.70078, -1.28246, 5.69977)
H (3.11340, 2.64781, -0.95554)
H (-4.18734, -0.01096, -2.38407)
H (2.46951, -3.71522, -2.91396)
H (6.54822, -2.17975, 2.97391)
H (1.02347, 3.81072, 0.00607)
H (5.24263, -1.10337, -2.97520)
H (-3.09941, 0.93565, 1.21946)
H (-4.14393, -3.58260, -0.37564)
H (-5.48975, -3.62015, 0.78961)
H (0.82084, 3.53288, 2.53809)
H (-2.85335, 3.48417, -3.03290)
H (3.96104, -5.43597, 4.01585)
H (-5.04140, 2.13558, 0.26918)
H (-0.77909, 4.54778, 0.98560)
H (2.07345, -4.32144, 2.86943)
H (0.81100, 0.73067, -4.18691)
H (-1.61179, 0.48348, 7.16317)
H (-3.52680, -4.72658, 3.15024)
H (-1.54245, 3.25448, 3.91091)
H (-4.81202, -3.50656, 3.32943)
H (4.67740, -1.04331, 1.82385)
H (-1.60225, 5.25949, -4.21332)

For reference, the Löwdin charges in units of e are:
1. Sc 0.811
2. S 1.183
3. P 0.976
4. P 0.996
5. N -0.149
6. N 0.120
7. N 0.110
8. N -0.045
9. N 0.139
10. C -0.065
11. C -0.051
12. C -0.042
13. C -0.445
14. C -0.029
15. C -0.040
16. C -0.006
17. C -0.065
18. C 0.025
19. C -0.035
20. C -0.039
21. C -0.048
22. C -0.384
23. C -0.065
24. C -0.059
25. C -0.318
26. C -0.141
27. C -0.115
28. C -0.003
29. C -0.034
30. C -0.381
31. C -0.036
32. C -0.094
33. C -0.373
34. C -0.063
35. C -0.195
36. C -0.050
37. C -0.048
38. C -0.043
39. C -0.007
40. C -0.049
41. C -0.029
42. C -0.681
43. C -0.085
44. C -0.047
45. C -0.214
46. C 0.025
47. C -0.268
48. C -0.067
49. C -0.055
50. C -0.111
51. C -0.386
52. C -0.306
53. C -0.321
54. H 0.109
55. H 0.130
56. H 0.123
57. H 0.131
58. H 0.121
59. H 0.074
60. H 0.127
61. H 0.056
62. H 0.124
63. H 0.097
64. H 0.121
65. H 0.124
66. H 0.123
67. H 0.096
68. H 0.058
69. H 0.122
70. H 0.066
71. H 0.101
72. H 0.080
73. H 0.126
74. H 0.113
75. H 0.101
76. H 0.121
77. H 0.121
78. H 0.126
79. H 0.089
80. H 0.117
81. H 0.087
82. H 0.095
83. H 0.109
84. H 0.105
85. H 0.113
86. H 0.126
87. H 0.118
88. H 0.109
89. H 0.126
90. H 0.115
91. H 0.122
92. H 0.108
93. H 0.117
94. H 0.109
95. H 0.121
96. H 0.122


Below is C10H9ClNO2P in the gas phase in a non-equilibrium geometry, with properties calculated with ωB97M-V/def2-TZVPD.

LUMO energy: -0.936 eV
maximum force: 4.70 eV Å⁻¹
energy above the lowest of the compared OMol25 structures with the same formula, charge and spin: 2.498 eV
spin multiplicity: 1
highest occupied orbital energy: -9.09 eV
SMILES string: C[C@@H]1NOC(=O)/C1=P/c1ccccc1Cl

CARTESIAN COORDINATES (ANGSTROEM)
Cl (0.80865, -2.89031, 0.19858)
P (-1.65702, -1.14385, -0.10464)
O (-0.48901, -0.41051, -3.70637)
O (-2.42045, -1.43081, -3.07714)
N (0.64753, 0.16386, -3.08147)
C (0.59024, -1.68747, 1.48202)
C (0.16960, 0.47994, 3.15678)
C (-0.55995, -0.87213, 1.33569)
C (-0.81102, 0.13594, 2.28143)
C (1.32416, -0.23128, 3.26725)
C (-0.92980, -0.53521, -1.49096)
C (-1.41605, -0.85718, -2.77477)
C (-0.31312, 1.86085, -1.49805)
C (0.27579, 0.45993, -1.67516)
C (1.47598, -1.40601, 2.43121)
H (2.14934, 0.08473, 3.90314)
H (1.16084, 0.27555, -1.05864)
H (2.42149, -1.94201, 2.65611)
H (-0.17281, 2.48715, -2.45222)
H (-1.41801, 1.72246, -1.50339)
H (0.87223, 1.07669, -3.51874)
H (-1.59567, 0.83935, 2.11569)
H (0.03044, 2.46080, -0.72012)
H (-0.14340, 1.35952, 3.83377)

For reference, the Löwdin charges in units of e are:
1. Cl 0.653
2. P 1.117
3. O 0.011
4. O 0.108
5. N 0.000
6. C -0.659
7. C -0.128
8. C -0.455
9. C -0.117
10. C -0.058
11. C -0.419
12. C -0.558
13. C -0.044
14. C -0.319
15. C -0.100
16. H 0.108
17. H 0.135
18. H 0.124
19. H 0.104
20. H 0.089
21. H 0.123
22. H 0.097
23. H 0.047
24. H 0.140


Below is C3H6BrF2O2P in the gas phase in a non-equilibrium geometry, with properties calculated with ωB97M-V/def2-TZVPD.

LUMO energy: 0.324 eV
maximum force: 2.88 eV Å⁻¹
energy above the lowest of the compared OMol25 structures with the same formula, charge and spin: 0.000 eV
spin multiplicity: 1
highest occupied orbital energy: -10.37 eV
SMILES string: CO[P@](C)(=O)C(F)(F)Br

CARTESIAN COORDINATES (ANGSTROEM)
Br (3.29993, -2.64773, 0.99378)
P (1.82926, 0.19838, 0.20050)
F (0.73133, -1.75251, 1.47362)
F (2.32979, -0.66776, 2.62914)
O (3.08568, 0.90204, -0.02909)
O (1.28332, -0.43814, -1.14129)
C (1.94467, -1.19992, 1.42532)
C (-0.03360, -0.88920, -1.61062)
C (0.23177, 1.32110, 1.12864)
H (0.13687, -0.72770, -2.73406)
H (-0.02221, 1.04771, 2.26183)
H (-0.03256, -1.90784, -1.18486)
H (0.59192, 2.32973, 0.86508)
H (-0.72220, 1.01050, 0.71851)
H (-0.74623, -0.22700, -1.12146)

For reference, the Löwdin charges in units of e are:
1. Br 0.677
2. P 0.601
3. F 0.006
4. F -0.015
5. O -0.284
6. O -0.321
7. C -0.927
8. C -0.034
9. C -0.079
10. H 0.126
11. H 0.083
12. H 0.092
13. H 0.025
14. H -0.013
15. H 0.064


Below is a molecular structure, CaIZn2 in a non-equilibrium geometry, with properties calculated with ωB97M-V/def2-TZVPD.

LUMO energy: -25.818 eV
total charge: +5
maximum force: 13.68 eV Å⁻¹
energy above the lowest of the compared OMol25 structures with the same formula, charge and spin: 11.524 eV
spin multiplicity: 1
highest occupied orbital energy: -37.06 eV

CARTESIAN COORDINATES (ANGSTROEM)
I (0.04281, 0.25214, -0.12998)
Zn (-0.92248, 0.09408, -2.16257)
Zn (-0.87525, -1.38815, 1.07375)
Ca (1.75491, 1.04193, 1.21880)

For reference, the Löwdin charges in units of e are:
1. I 1.091
2. Zn 1.221
3. Zn 1.172
4. Ca 1.516


What did the third record say?
Below is C3H6BrF2O2P in the gas phase in a non-equilibrium geometry, with properties calculated with ωB97M-V/def2-TZVPD.

LUMO energy: 0.324 eV
maximum force: 2.88 eV Å⁻¹
energy above the lowest of the compared OMol25 structures with the same formula, charge and spin: 0.000 eV
spin multiplicity: 1
highest occupied orbital energy: -10.37 eV
SMILES string: CO[P@](C)(=O)C(F)(F)Br

CARTESIAN COORDINATES (ANGSTROEM)
Br (3.29993, -2.64773, 0.99378)
P (1.82926, 0.19838, 0.20050)
F (0.73133, -1.75251, 1.47362)
F (2.32979, -0.66776, 2.62914)
O (3.08568, 0.90204, -0.02909)
O (1.28332, -0.43814, -1.14129)
C (1.94467, -1.19992, 1.42532)
C (-0.03360, -0.88920, -1.61062)
C (0.23177, 1.32110, 1.12864)
H (0.13687, -0.72770, -2.73406)
H (-0.02221, 1.04771, 2.26183)
H (-0.03256, -1.90784, -1.18486)
H (0.59192, 2.32973, 0.86508)
H (-0.72220, 1.01050, 0.71851)
H (-0.74623, -0.22700, -1.12146)

For reference, the Löwdin charges in units of e are:
1. Br 0.677
2. P 0.601
3. F 0.006
4. F -0.015
5. O -0.284
6. O -0.321
7. C -0.927
8. C -0.034
9. C -0.079
10. H 0.126
11. H 0.083
12. H 0.092
13. H 0.025
14. H -0.013
15. H 0.064


Number 3 is which compound?
C3H6BrF2O2P


Which formula does entry 4 have?
CaIZn2


Look up the spin multiplicity of the first one.
1